# 1
ORCA calculation (ωB97M-V/def2-TZVPD) on a molecular structure, C27H49FIrN2OSi3Te in a non-equilibrium geometry.

```
85
Properties=species:S:1:pos:R:3:forces:R:3:mulliken_charge:R:1
Ir -0.85070 -0.64205 0.73397 -0.6 1.5 0.1 2.094
C 0.47576 -0.75793 4.26824 -0.1 0.0 0.0 -0.816
C -0.56119 0.23933 3.85810 0.1 -0.1 -0.1 0.395
C -1.16905 1.07242 4.76500 -0.1 0.2 0.0 -0.897
C -2.10016 2.02153 4.32209 0.0 -0.1 0.1 -0.738
C -2.41656 2.12583 2.98941 -0.1 0.1 -0.1 -0.587
C -1.78634 1.24479 2.10669 -0.4 0.8 0.4 0.753
N -0.89322 0.34679 2.54688 0.7 -0.7 0.2 0.038
N -1.93641 1.09921 0.77552 0.0 -0.6 -0.5 -0.180
Si -2.54206 2.35230 -0.34993 0.2 0.2 -0.2 -0.257
C -4.37278 2.60703 -0.17726 -0.1 -0.1 0.1 -1.187
C -1.62337 3.93027 0.02465 -0.1 0.0 0.1 -0.968
C -2.14633 1.80250 -2.09248 0.0 -0.2 0.0 -0.474
H 1.25593 -0.27494 4.85603 0.0 0.0 0.0 0.507
H 0.92091 -1.22218 3.39723 0.1 0.0 0.0 -0.543
H 0.03646 -1.53394 4.89792 0.0 0.0 0.0 0.341
H -0.92115 0.98145 5.81278 0.0 0.1 0.0 0.573
H -2.58657 2.67181 5.03761 0.0 0.0 0.0 0.469
H -3.14696 2.83503 2.62559 0.0 0.0 0.0 0.468
H -4.61114 3.33171 0.60332 0.0 0.0 0.0 0.412
H -4.91254 1.68340 0.04202 0.0 0.0 0.0 0.378
H -4.75940 3.00668 -1.11873 0.0 0.0 0.0 0.377
H -1.95401 4.38137 0.96313 0.0 0.0 0.0 0.348
H -1.79053 4.66698 -0.76546 0.0 0.0 0.0 0.458
H -0.55091 3.75810 0.10003 0.0 0.1 0.0 0.194
H -2.94300 1.18356 -2.51174 0.0 0.0 0.0 0.284
H -1.21061 1.24813 -2.18278 0.0 0.0 -0.1 -0.097
H -2.07071 2.68665 -2.72898 0.0 0.0 0.0 0.610
F -2.22088 -5.81973 -2.35453 0.0 -0.1 0.0 -0.327
C -1.91849 -5.05124 -1.31984 0.0 0.2 0.0 0.335
C -2.95248 -4.58827 -0.50945 0.0 0.0 0.0 -0.646
C -2.64726 -3.74752 0.53440 0.0 0.1 0.0 -0.371
C -1.31132 -3.35942 0.78912 0.1 -0.5 0.2 -0.198
C -0.98379 -2.50724 1.90518 -0.1 -0.3 -0.7 -1.627
C -0.29177 -3.87914 -0.04735 0.0 0.1 0.0 0.358
C -0.58941 -4.71649 -1.09684 0.0 0.0 0.0 -0.837
H -3.96694 -4.90934 -0.70899 0.0 0.0 0.0 0.522
H -3.43182 -3.39389 1.19321 0.0 0.0 0.0 0.476
H 0.00286 -2.65903 2.32647 0.0 0.1 0.0 0.658
H -1.76589 -2.36563 2.64735 0.0 0.1 0.0 0.650
H 0.73828 -3.60690 0.14823 0.0 -0.1 0.0 0.408
H 0.17752 -5.12158 -1.74307 0.0 0.0 0.0 0.512
C -2.67795 -1.94870 -3.09539 0.1 0.1 -0.1 -1.603
C -2.56301 -1.40895 -1.71273 -0.2 0.1 0.0 1.172
C -3.82401 -1.13415 -0.95917 0.1 -0.1 0.1 -1.403
O -1.44229 -1.14556 -1.26395 0.6 -0.7 0.2 -0.926
H -3.00382 -1.13805 -3.75560 0.0 0.0 0.0 0.374
H -3.43757 -2.72844 -3.14475 0.0 0.0 0.0 0.464
H -1.72235 -2.32471 -3.45292 0.0 0.0 0.0 0.329
H -4.39402 -0.37688 -1.50494 0.0 0.0 0.0 0.409
H -3.61585 -0.77506 0.04697 -0.1 0.0 0.0 0.264
H -4.44861 -2.02575 -0.92156 0.0 0.0 -0.1 0.516
C 2.64830 -2.03686 1.51531 0.1 -0.2 0.1 -0.489
Si 3.77307 -0.54842 1.35803 -0.2 0.2 0.0 0.118
C 4.73279 -0.21073 2.90782 0.2 -0.1 0.1 -1.090
C 4.88108 -0.75398 -0.12288 0.1 0.0 -0.1 -1.161
C 2.68228 1.02701 1.16982 0.0 -0.5 0.1 -0.658
Te 0.94713 1.11465 -0.04382 -0.1 0.2 -0.1 -0.454
C 1.86941 0.50174 -1.83890 0.0 -0.1 0.1 -0.295
Si 2.50517 1.99769 -2.89505 -0.1 -0.1 0.2 0.140
C 2.92030 3.42490 -1.76490 0.1 0.0 0.1 -0.987
C 4.00513 1.35301 -3.76802 0.0 0.0 -0.2 -1.021
C 1.09751 2.44358 -4.02207 0.0 0.0 -0.1 -0.891
H 3.05802 -2.89653 0.97956 0.0 0.0 0.0 0.684
H 1.66183 -1.81491 1.10156 0.0 0.0 -0.1 -0.786
H 2.52639 -2.33677 2.55751 0.0 0.0 0.0 0.608
H 5.35818 -1.06831 3.16940 0.0 0.0 0.0 0.372
H 4.08180 -0.00234 3.75972 0.0 0.0 0.0 0.321
H 5.39773 0.64644 2.77726 0.0 0.0 0.0 0.344
H 5.77233 -1.31265 0.17528 0.0 0.0 0.0 0.434
H 5.22450 0.20033 -0.52960 0.0 0.0 0.0 0.318
H 4.41064 -1.32350 -0.92752 0.0 0.0 0.0 0.416
H 3.31031 1.82184 0.75485 -0.2 0.1 0.0 0.511
H 2.33245 1.36163 2.14961 0.1 0.0 0.0 0.543
H 1.13324 -0.06947 -2.40834 0.0 0.0 0.0 0.514
H 2.69896 -0.15071 -1.56678 -0.1 -0.1 0.0 0.029
H 3.82348 3.23605 -1.17831 0.0 0.0 0.0 0.318
H 2.10662 3.66113 -1.07347 0.0 0.1 0.0 0.310
H 3.10885 4.32530 -2.35395 0.0 0.0 0.0 0.436
H 4.76939 1.01940 -3.06292 0.0 0.0 0.0 0.293
H 4.44744 2.13490 -4.39040 0.0 0.0 0.0 0.369
H 3.75799 0.51489 -4.42346 0.0 0.0 0.0 0.344
H 0.31669 2.99335 -3.49261 0.0 0.0 0.0 0.206
H 0.64894 1.55499 -4.47257 0.0 0.0 0.0 0.326
H 1.44954 3.07817 -4.83886 0.0 0.0 0.0 0.414
```
Positions in Å, forces in eV/Å.

For the HOMO energy (spin up / spin down), the calculation gives -13.2092 / -13.5940 eV. For the calculated total energy, the calculation gives -2583.2127 Ha. For the gap between HOMO and LUMO (spin up / spin down), the calculation gives 6.0 / 5.8 eV. For the energy above the lowest of the compared OMol25 structures with the same formula, charge and spin, the calculation gives 1.202 eV. The value obtained for the molecular weight is 840.78 g mol⁻¹. The charge is +2. As for the spin multiplicity: 2.

# 2
ORCA calculation (ωB97M-V/def2-TZVPD) on a molecular structure, C35H33Cl3N4NiOS2Te.

```
80
Properties=species:S:1:pos:R:3:forces:R:3:mulliken_charge:R:1
Ni 1.36078 -1.62800 -1.84297 0.4 0.0 0.2 -0.456
N 3.37976 -1.41643 -1.59854 0.0 0.4 -0.2 -0.203
C 3.80411 -1.54088 -0.23705 0.1 -0.1 0.3 -0.101
C 5.10972 -1.64777 0.15158 -0.2 0.1 0.0 -0.589
C 5.43672 -1.77165 1.51922 0.0 0.0 0.1 -0.651
C 4.46381 -1.79367 2.47684 0.0 0.0 0.0 -0.992
C 3.09849 -1.72707 2.10392 0.0 0.0 0.0 0.812
C 2.01653 -1.82532 3.01299 -0.1 0.0 -0.1 -0.870
C 0.73256 -1.84161 2.54326 0.1 0.0 0.0 -0.868
C 0.50845 -1.75517 1.15101 0.4 -0.1 -0.1 -0.210
N 1.49314 -1.63083 0.29255 -0.3 0.1 0.0 0.303
C 2.77637 -1.61137 0.74140 -0.1 -0.1 -0.1 0.552
H 3.96797 -1.96061 -2.22439 -0.2 -0.1 0.0 0.389
H 3.38864 -0.44045 -1.89472 0.2 -0.1 -0.1 0.313
H 5.89816 -1.62734 -0.58718 0.0 0.0 -0.1 0.470
H 6.47682 -1.85036 1.79936 0.1 0.0 0.0 0.398
H 4.72056 -1.88978 3.52330 0.0 0.0 0.0 0.433
H 2.22310 -1.90774 4.07195 0.0 0.0 0.1 0.423
H -0.11238 -1.92931 3.21117 0.0 0.0 0.0 0.513
H -0.48704 -1.80176 0.72367 0.0 0.0 0.0 0.498
C -3.66188 -3.23824 -2.00881 0.1 0.0 0.0 -1.774
C -3.15001 -1.80617 -2.17759 0.0 0.1 0.0 2.371
C -3.83841 -0.90289 -1.14958 0.0 0.0 0.0 -1.733
C -3.49211 -1.31531 -3.58833 0.0 0.0 0.0 -1.809
C -1.68705 -1.75529 -1.99947 0.1 0.1 0.1 0.122
C -0.47419 -1.70718 -1.93130 -0.5 -0.3 -0.2 -0.235
H -4.74261 -3.26614 -2.15092 -0.1 0.0 0.0 0.449
H -3.42977 -3.61898 -1.01527 0.0 0.0 0.1 0.322
H -3.19582 -3.89842 -2.73528 0.1 -0.1 -0.1 0.378
H -4.92106 -0.94121 -1.27716 -0.1 0.0 0.0 0.505
H -3.51515 0.13158 -1.27035 0.0 0.1 0.0 0.335
H -3.59931 -1.22453 -0.13611 0.0 -0.1 0.1 0.274
H -4.57069 -1.34525 -3.74872 -0.1 0.0 0.0 0.430
H -3.01001 -1.94424 -4.33312 0.0 -0.1 -0.1 0.404
H -3.14788 -0.29231 -3.73378 0.0 0.1 0.0 0.360
Cl -2.28563 8.45054 2.95598 0.0 0.0 0.0 -0.216
C -1.60322 7.02745 2.23854 0.0 0.0 0.0 0.424
C -0.38922 6.54240 2.69779 -0.1 0.0 -0.1 -1.038
C 0.13637 5.39966 2.12205 -0.1 0.0 0.0 -0.105
C -0.52418 4.73563 1.09421 0.1 0.1 0.0 -1.019
C 0.07229 3.50341 0.46483 -0.1 -0.1 0.1 1.212
C 0.90041 3.83112 -0.78638 0.0 0.1 0.2 -1.220
N 0.98695 2.65521 -1.62117 0.2 -0.1 -0.2 0.212
C 0.18158 2.38536 -2.69831 -0.1 -0.1 -0.1 -0.378
C 0.38786 1.07968 -3.01210 -0.2 0.0 0.0 -1.032
N 1.28590 0.53546 -2.13405 0.2 0.1 0.0 0.110
C 1.63577 1.51191 -1.32604 -0.1 -0.1 0.1 -0.516
O 0.90829 2.84773 1.40686 0.2 0.1 -0.2 -0.397
C 0.51983 1.53216 1.79475 0.1 -0.1 0.0 0.571
C -0.90982 1.43072 2.21288 -0.1 0.0 0.2 -1.320
C -1.44144 1.95128 3.35653 0.1 0.0 0.0 0.739
Cl -0.57268 2.77114 4.59040 0.0 0.0 0.0 -0.214
S -3.12551 1.68027 3.49570 0.0 0.0 -0.1 -0.219
C -3.14385 0.83450 2.00440 0.1 0.1 0.1 -0.469
C -1.91033 0.77884 1.43705 -0.1 0.0 0.1 0.618
C -1.73034 5.26373 0.65339 0.0 0.0 -0.1 0.832
Cl -2.58532 4.49530 -0.65561 0.0 0.0 0.0 -0.199
C -2.28864 6.39831 1.21433 0.1 0.0 0.1 -0.871
H 0.12638 7.04862 3.49888 0.0 0.0 0.0 0.423
H 1.06431 4.98921 2.48905 0.1 0.0 0.0 0.470
H -0.74170 2.84331 0.14450 0.1 0.1 0.1 0.318
H 1.90106 4.14781 -0.48558 -0.1 0.0 0.0 0.291
H 0.44534 4.62468 -1.37776 0.0 0.0 0.1 0.424
H -0.46235 3.13316 -3.11601 -0.1 0.1 -0.1 0.460
H -0.07734 0.47569 -3.76764 0.0 0.0 -0.1 0.558
H 2.30051 1.43326 -0.48479 0.1 0.0 0.1 0.694
H 1.20147 1.27343 2.60903 -0.1 0.0 0.0 0.449
H 0.68258 0.82232 0.97547 0.0 0.1 0.1 -1.004
H -4.06109 0.42837 1.62482 -0.2 -0.1 -0.1 0.434
H -1.70055 0.28538 0.50025 0.0 -0.1 -0.2 0.449
H -3.23229 6.78025 0.85954 -0.1 0.0 0.0 0.457
Te 1.66486 -3.65737 -3.28962 -0.1 -0.1 -0.2 -0.166
C 1.05015 -5.13814 -1.93242 0.1 0.1 0.0 -0.055
C 1.80446 -6.17221 -1.44822 0.0 0.2 -0.1 -0.480
C 1.08414 -7.03838 -0.58916 -0.2 0.0 0.1 -0.429
C -0.21009 -6.64840 -0.43002 0.0 0.0 0.0 -0.632
S -0.55110 -5.22802 -1.32545 0.0 0.0 0.0 0.094
H 2.84480 -6.30050 -1.70134 0.1 0.0 0.0 0.389
H 1.50960 -7.90620 -0.11119 0.0 -0.1 0.1 0.369
H -0.96850 -7.11641 0.17000 -0.1 -0.1 0.1 0.419
```
Positions in Å, forces in eV/Å.

For the HOMO energy (spin up / spin down), the calculation gives -6.3908 / -6.3893 eV. For the calculated total energy, the calculation gives -5601.0248 Ha. For the gap between HOMO and LUMO (spin up / spin down), the calculation gives 6.0 / 6.0 eV. The value obtained for the molecular weight is 882.46 g mol⁻¹. The charge is 0.

# 3
ORCA calculation (ωB97M-V/def2-TZVPD) on a single C5H13N3 molecule.

```
21
Properties=species:S:1:pos:R:3:forces:R:3:mulliken_charge:R:1
C 1.30319 -0.34669 -1.63198 0.0 -0.3 0.0 -0.922
N 0.40342 0.45922 -0.84567 -0.1 0.2 -0.1 -0.463
C 0.22803 0.24766 0.58545 0.0 0.1 0.4 1.228
C 0.91378 -0.90124 1.29385 -0.1 0.0 -0.3 -1.694
C 0.20967 1.52436 1.40584 -0.1 -0.2 -0.2 -1.848
C -0.86885 -0.05394 -0.37598 -0.2 0.0 -0.1 0.494
N -2.02243 0.79247 -0.50175 -0.2 0.1 0.2 -0.698
N -1.16095 -1.43695 -0.62422 0.2 -0.1 -0.1 -0.516
H 2.32697 -0.07516 -1.37446 0.1 0.0 -0.1 0.294
H 1.16494 -1.42227 -1.48625 0.1 0.0 0.0 0.349
H 1.13286 -0.10882 -2.68303 0.1 -0.1 0.0 0.302
H 1.98363 -0.71105 1.36593 0.1 0.0 0.1 0.332
H 0.50897 -0.99491 2.29927 0.0 0.0 0.1 0.410
H 0.75084 -1.83468 0.76438 0.1 -0.1 0.0 0.463
H 1.17395 1.65831 1.89146 0.1 0.1 0.1 0.405
H -0.56211 1.47531 2.17242 0.0 0.0 0.2 0.307
H 0.03153 2.38646 0.76835 0.0 0.1 0.0 0.516
H -2.23508 0.95119 -1.48250 0.0 0.0 0.1 0.248
H -1.86426 1.69420 -0.07149 0.0 0.0 -0.1 0.281
H -1.59369 -1.53641 -1.53732 0.0 0.0 0.1 0.247
H -1.82441 -1.76706 0.06770 0.0 0.0 -0.1 0.264
```
Positions in Å, forces in eV/Å.

For the HOMO energy, the calculation gives -8.7608 eV. For the calculated total energy, the calculation gives -362.5464 Ha. For the gap between HOMO and LUMO, the calculation gives 9.7 eV. For the energy above the lowest of the compared OMol25 structures with the same formula, charge and spin, the calculation gives 0.976 eV. The value obtained for the molecular weight is 115.18 g mol⁻¹. The charge is 0.